Entry 1:
# C35H77N4O22

13 unconnected molecules or ions with the total composition C35H77N4O22 at a distorted geometry (ωB97M-V/def2-TZVPD, OMol25).

Each line ends with the Mulliken charge.
Atoms and positions in Å:
C  17.7773  13.1295  8.0584  -1.353
C  17.8396  13.3079  9.5587  0.602
C  18.9218  12.3560  10.0840  -0.026
O  20.0808  12.6775  9.3888  -0.380
C  21.1376  11.8484  9.8355  -0.767
N  18.3266  14.7552  9.8444  0.753
H  18.2087  14.9457  10.8836  -0.739
H  19.3324  14.8876  9.7439  0.589
H  17.8155  15.4259  9.2071  0.567
H  16.7853  13.4621  7.6311  0.115
H  17.7992  12.0779  7.7770  0.399
H  18.5260  13.8144  7.6234  0.342
H  16.8385  13.1542  9.9712  0.050
H  18.6838  11.2903  9.8931  0.116
H  19.0752  12.5493  11.1493  0.327
H  20.8737  10.7909  9.8503  0.266
H  21.5524  12.1391  10.7855  0.216
H  21.9219  11.9948  9.1364  0.345
C  13.8971  16.1844  13.2313  -2.041
C  15.3824  16.0710  13.5803  1.520
C  15.8353  14.6654  13.9888  -1.257
O  16.0204  13.9842  12.7739  0.450
C  16.5872  12.6928  13.0413  -0.935
N  16.2808  16.5279  12.5069  1.078
H  15.8265  16.4214  11.5753  -0.273
H  16.5994  17.6193  12.5845  0.645
H  17.1473  15.9876  12.5838  -0.178
H  13.3244  15.5864  13.9464  0.508
H  13.6953  15.8126  12.2427  0.249
H  13.5781  17.1937  13.4110  0.367
H  15.4995  16.7332  14.4311  -0.422
H  15.0107  14.2902  14.5807  0.783
H  16.6965  14.7226  14.6422  0.082
H  16.7214  12.1502  12.1039  0.021
H  15.8895  12.1720  13.6837  0.457
H  17.5681  12.8742  13.4877  0.147
C  12.7803  18.7778  9.5978  -1.504
C  11.7081  17.9316  10.1493  1.206
C  10.3011  18.3311  9.8515  -0.725
O  10.1352  18.5778  8.4718  -0.388
C  8.7639  18.7677  8.1485  -0.796
N  11.8542  16.4886  9.7889  1.571
H  11.6324  16.1869  8.8331  0.485
H  12.8056  16.1146  9.9363  -0.427
H  11.2571  15.9532  10.3882  -0.444
H  13.7429  18.5120  10.0600  0.164
H  12.6306  19.7742  9.9566  0.510
H  12.7651  18.5909  8.5156  0.181
H  11.8476  17.8850  11.2228  -0.175
H  10.0702  19.2389  10.4457  0.534
H  9.6858  17.4613  10.1825  0.344
H  8.6981  18.7536  7.0484  0.245
H  8.4500  19.7838  8.4788  0.268
H  8.1341  17.9761  8.5217  0.301
C  11.9928  11.5933  10.6852  -0.809
N  10.6378  11.6892  11.4266  0.576
C  9.8590  10.3825  11.3732  -0.797
C  10.7955  12.0725  12.9246  -0.680
C  9.7958  12.8741  10.7295  -0.191
C  9.1016  12.7048  9.3807  -0.802
O  7.9860  11.7779  9.3948  -0.612
H  12.6803  12.4134  10.9373  0.285
H  11.7415  11.5096  9.6187  0.318
H  12.4623  10.6413  10.9680  0.319
H  10.3801  9.5349  11.8106  0.371
H  9.7171  10.1367  10.3033  0.256
H  8.8563  10.5010  11.8196  0.297
H  11.5664  12.8554  13.0636  0.223
H  11.0287  11.1436  13.4649  0.299
H  9.8420  12.4647  13.3288  0.283
H  10.5053  13.7119  10.7281  0.182
H  9.0897  13.1974  11.4998  0.341
H  9.8266  12.5487  8.5273  0.430
H  8.5978  13.6795  9.3013  0.159
H  8.1740  11.0850  8.7696  0.390
C  20.8049  14.6604  13.9830  -1.289
C  20.0942  14.7373  12.6253  0.280
O  20.7852  14.6864  11.6353  -0.645
O  18.7866  14.8645  12.6127  -0.659
H  20.6517  13.6791  14.4251  0.253
H  20.3273  15.3784  14.6678  0.261
H  21.8600  14.9556  13.9510  0.327
C  13.6153  13.2705  8.0419  -0.385
C  12.1859  13.2596  7.6826  0.282
O  11.7700  12.1480  7.2630  -0.802
O  11.4016  14.2552  7.8487  -0.651
H  13.8545  14.1568  8.6474  -0.091
H  14.3649  13.1716  7.2351  0.412
H  13.6932  12.4607  8.7530  0.165
C  8.9311  15.8634  13.6545  -1.318
C  9.1786  15.5787  12.1709  0.623
O  8.2245  15.2083  11.4517  -0.810
O  10.4084  15.6453  11.8471  -0.398
H  8.9158  14.8800  14.1821  0.199
H  7.8862  16.2970  13.7110  0.379
H  9.6825  16.5906  14.0084  0.223
C  12.3222  19.9812  13.5106  -0.278
C  11.2959  20.8951  12.7072  0.358
O  11.2344  20.6156  11.4962  -0.588
O  10.6938  21.7675  13.3679  -0.805
H  12.5916  20.2192  14.5371  0.343
H  13.2086  20.0892  12.8552  0.146
H  12.0744  18.8986  13.5142  -0.190
C  13.2482  8.3083  13.7324  -0.832
C  11.9239  7.7009  13.3516  0.527
O  11.3057  8.0437  12.3395  -0.723
O  11.5427  6.7664  14.1235  -0.786
H  13.7949  8.7829  12.9251  0.221
H  13.7940  7.4342  14.1105  0.351
H  13.1918  9.0051  14.5635  0.220
C  18.1607  17.8732  14.7433  0.040
C  18.1860  18.9652  13.7627  0.528
O  17.4621  18.8099  12.7436  -0.763
O  18.8734  19.9307  14.0236  -0.792
H  17.1113  17.7130  15.0221  -0.122
H  18.6628  18.0450  15.7114  0.419
H  18.5625  16.8994  14.3932  -0.292
C  14.7080  16.8147  7.2299  -1.035
C  15.5474  16.2682  8.3735  0.160
O  14.9687  16.0865  9.4884  -0.120
O  16.7657  16.1432  8.0761  -0.920
H  13.8224  16.1700  7.1633  0.138
H  15.2175  16.8416  6.2627  0.321
H  14.3875  17.8235  7.5207  0.251
C  14.9362  16.7590  17.9476  -0.504
C  14.3733  15.3897  18.1314  0.432
O  14.2079  14.6321  17.1709  -0.596
O  14.1292  15.0491  19.2947  -0.805
H  14.2961  17.4518  17.3971  0.173
H  15.9330  16.7224  17.4535  -0.014
H  15.1057  17.2213  18.9030  0.341
C  17.6379  8.2892  10.0050  -0.435
C  18.5134  8.3293  8.7691  0.484
O  18.8894  7.2908  8.2559  -0.785
O  18.8357  9.4655  8.3347  -0.617
H  16.6315  7.8329  9.8579  0.235
H  17.6007  9.2600  10.4976  -0.064
H  18.1666  7.5871  10.6742  0.210

## Properties
Frontier orbital gap = 0.241 Eh
Calculated total energy = -88544.66872 eV
LUMO energy = 8.2 eV
Net charge = -5
HOMO energy = 1.606 eV

=====

Entry 2:
# C35H79N2O10

8 unconnected molecules or ions with the total composition C35H79N2O10 at a distorted geometry (ωB97M-V/def2-TZVPD, OMol25).

Each line ends with the Mulliken charge.
Atoms and positions in Å:
C  -4.3340  0.5716  5.6701  -1.494
C  -3.2539  0.8829  4.6120  0.002
C  -3.5433  0.2114  3.2532  -1.162
C  -3.1976  1.0695  2.0082  -0.968
C  -2.3804  0.2838  0.9934  -0.481
C  -2.2701  0.9228  -0.4131  1.582
C  -3.3122  1.9702  -0.7749  -2.602
N  -4.6321  1.3455  -0.9048  -0.245
C  -4.9585  0.9600  -2.2675  -0.924
C  -0.9224  1.6089  -0.4955  -2.415
N  0.1888  0.6307  -0.6211  1.471
C  1.4501  1.3865  -0.2430  -2.044
C  2.7565  0.7417  -0.6929  0.394
C  3.7650  0.7363  0.4677  -1.766
O  3.2739  1.4615  -1.8038  -0.490
C  0.2581  0.1693  -2.0381  -1.909
C  0.5521  1.2036  -3.1314  -0.139
C  1.2796  0.4739  -4.2677  -1.893
O  -0.6565  1.7739  -3.6538  -0.510
C  0.0271  -0.4947  0.4071  0.395
C  -0.3021  -1.8657  -0.1741  -1.684
C  -0.0653  -2.9760  0.8609  0.338
C  -0.1156  -4.3314  0.1574  -1.569
O  1.2035  -2.7883  1.4660  -0.463
C  1.1558  -2.5296  2.8599  0.122
C  0.5026  -3.6025  3.6834  -0.003
C  -0.5302  -3.2433  4.5629  -0.151
C  -1.1870  -4.1940  5.3472  -0.795
C  -0.8150  -5.5309  5.2430  -0.449
C  0.2201  -5.8972  4.3731  -0.792
C  0.8755  -4.9445  3.5959  -0.201
C  -0.9676  -0.1345  1.5226  0.781
C  -0.3565  0.8296  2.5693  -2.584
H  -3.8973  0.1012  6.5441  0.327
H  -4.8610  1.4647  5.9882  0.306
H  -5.0808  -0.1228  5.2933  0.439
H  -3.1269  1.9518  4.5222  0.338
H  -2.3388  0.4483  5.0017  0.082
H  -3.0574  -0.7610  3.2081  0.197
H  -4.6081  0.0040  3.2176  0.720
H  -4.1474  1.3396  1.5662  0.676
H  -2.7171  1.9974  2.3089  0.426
H  -2.9286  -0.6477  0.8590  0.341
H  -2.3516  0.1254  -1.1482  0.262
H  -3.3383  2.7962  -0.0730  0.388
H  -3.0356  2.3434  -1.7661  0.765
H  -5.3509  1.9326  -0.5120  0.338
H  -4.8172  1.7774  -2.9804  0.334
H  -4.3700  0.1024  -2.5851  0.254
H  -5.9957  0.6470  -2.3002  0.379
H  -0.7590  2.2394  0.3682  0.888
H  -0.9226  2.2698  -1.3604  1.130
H  1.3580  2.3662  -0.7001  1.329
H  1.4865  1.5426  0.8251  0.785
H  2.6364  -0.3064  -0.9628  0.044
H  3.2857  0.4391  1.3909  0.443
H  4.5341  -0.0027  0.2603  0.492
H  4.2003  1.7251  0.5732  0.485
H  4.2175  1.5686  -1.6711  0.463
H  0.9567  -0.6439  -2.1479  0.912
H  -0.7139  -0.2606  -2.2609  1.130
H  1.1646  2.0467  -2.8376  0.132
H  1.0421  0.9694  -5.1988  0.466
H  0.8630  -0.5321  -4.3467  0.358
H  2.3438  0.3907  -4.0940  0.330
H  -1.2607  1.0547  -3.8593  0.482
H  0.9846  -0.5977  0.9043  0.392
H  -1.3565  -1.9062  -0.4433  0.149
H  0.2926  -2.1476  -1.0356  0.921
H  -0.8863  -2.9658  1.5757  0.228
H  -1.1423  -4.6086  -0.0524  0.318
H  0.4934  -4.3159  -0.7399  0.290
H  0.3431  -5.0642  0.8090  0.405
H  2.1954  -2.4312  3.1752  0.739
H  0.6806  -1.5696  3.0730  -0.382
H  -0.8363  -2.2079  4.6326  0.471
H  -1.9737  -3.8763  6.0090  0.452
H  -1.3338  -6.2684  5.8337  0.409
H  0.5132  -6.9314  4.2851  0.410
H  1.6684  -5.2241  2.9185  0.593
H  -1.1635  -1.0299  2.0940  0.384
H  -0.7077  0.5766  3.5625  0.163
H  0.7234  0.7093  2.5967  0.577
H  -0.6087  1.8709  2.4083  0.703
C  4.3476  0.7032  4.5606  -0.767
O  3.1954  0.5494  3.7256  -0.398
H  4.7047  1.7216  4.4393  0.256
H  4.0927  0.5383  5.6086  0.298
H  5.1389  0.0102  4.2668  0.289
H  2.8771  -0.3511  3.8401  0.209
C  -2.8817  5.2632  -2.4037  -0.264
O  -2.4297  4.9230  -3.7102  -0.572
H  -3.4768  6.1685  -2.4818  0.371
H  -3.5045  4.4651  -1.9946  0.052
H  -2.0337  5.4517  -1.7367  0.135
H  -1.8989  4.1219  -3.6525  0.333
C  2.4803  -6.2616  -1.7506  -0.527
O  1.2122  -6.9090  -1.7464  -0.507
H  2.3838  -5.3337  -2.3096  0.194
H  2.7969  -6.0309  -0.7288  0.221
H  3.2400  -6.8821  -2.2312  0.324
H  1.3086  -7.7272  -1.2522  0.299
C  -1.9394  3.3942  7.3330  -0.615
O  -1.6230  3.3934  5.9409  -0.441
H  -1.9216  2.3616  7.6717  0.205
H  -1.2041  3.9663  7.9028  0.305
H  -2.9351  3.8072  7.5101  0.285
H  -1.6361  4.3057  5.6392  0.272
C  3.1337  0.8032  -7.7565  -0.720
O  3.5882  0.0490  -6.6298  -0.474
H  2.3168  0.2545  -8.2155  0.245
H  2.7687  1.7858  -7.4451  0.297
H  3.9337  0.9241  -8.4886  0.391
H  4.3135  0.5356  -6.2302  0.267
C  3.6384  -2.0717  -9.7869  -0.390
O  3.3218  -1.1388  -10.8163  -0.499
H  3.2633  -1.6668  -8.8530  0.050
H  3.1591  -3.0367  -9.9709  0.300
H  4.7196  -2.2097  -9.7051  0.241
H  3.6489  -1.4902  -11.6481  0.292
C  1.7592  5.5523  -2.2318  -0.315
O  2.7593  5.6087  -1.2179  -0.541
H  1.6429  6.5513  -2.6402  0.339
H  2.0644  4.8729  -3.0330  0.192
H  0.8018  5.2233  -1.8131  0.050
H  2.8689  4.7252  -0.8587  0.302

## Properties
Frontier orbital gap = 0.348 Eh
Calculated total energy = -61021.65894 eV
LUMO energy = -1.9 eV
Net charge = +1
HOMO energy = -11.337 eV

=====

Which value of calculated total energy does entry 1 give?
-88544.66872 eV

=====

Among the records above, which one has the lowest HOMO energy?
C35H79N2O10

=====

Which of these has the lowest calculated total energy?
C35H77N4O22

=====

Among the records above, which one has the lowest net charge?
C35H77N4O22